13
Properties=species:S:1:pos:R:3:forces:R:3 method="wB97M-V/def2-TZVPD" energy_ha=-754.87395 fmax_ha_per_bohr=0.0922 e_homo_ev=-8.815 multiplicity=1 molar_mass_g_mol=131.16 e_above_lowest_ev=4.4927
C -0.67453 -0.29514 -0.06728 0.41 2.18 -0.11
C 1.02399 0.96828 -0.93919 0.65 4.12 0.47
C 0.65569 0.30218 0.33878 -1.02 -0.60 -0.32
H -1.83100 -0.64158 2.51329 -1.12 -0.24 1.59
H -1.67773 0.09542 -1.88895 -0.25 -0.25 0.21
H 1.84166 1.78155 -1.00183 -1.16 -1.85 -0.09
H 0.52271 0.68949 1.37289 0.09 1.03 -1.12
H 1.44523 -1.83648 -0.43866 1.16 1.92 1.98
N -1.59330 -0.47040 0.78127 -0.38 -0.95 -0.88
N -0.79545 -0.09314 -1.44467 0.36 0.25 -0.20
N 0.18705 0.85650 -1.88765 -0.27 -1.33 0.44
O -1.02591 -0.51739 2.05931 0.48 0.14 -0.59
S 1.92160 -0.83931 0.60267 1.04 -4.41 -1.39

=====

13
Properties=species:S:1:pos:R:3:forces:R:3 method="wB97M-V/def2-TZVPD" energy_ha=-754.82137 fmax_ha_per_bohr=0.1651 e_homo_ev=-8.785 multiplicity=1 molar_mass_g_mol=131.16 e_above_lowest_ev=5.9235
C 0.75961 -2.13776 0.70350 -0.45 -0.41 -0.22
C -1.32632 0.58304 -1.25274 -1.54 -0.52 -1.00
C 0.40630 0.53314 0.99694 4.34 -6.80 2.66
H 1.94695 -2.36912 0.92647 -3.36 0.77 -0.52
H 0.03353 -2.41048 1.73913 2.30 1.34 -3.21
H 0.35874 -2.83533 -0.20403 1.12 1.70 2.30
H -2.17067 0.74549 -2.02101 1.35 -0.97 1.08
H 0.94534 1.27733 2.51979 -0.43 2.72 2.29
N 0.62074 -0.62703 0.12452 -1.13 -0.85 0.06
N -1.59413 1.09972 -0.12497 0.84 1.35 -0.23
N 1.05138 0.40312 2.14262 -1.27 -0.93 -4.04
O -0.29596 1.46410 0.52807 -2.06 2.47 -0.71
S 0.10439 -0.38262 -1.55415 0.28 0.13 1.53

=====

13
Properties=species:S:1:pos:R:3:forces:R:3 method="wB97M-V/def2-TZVPD" energy_ha=-754.93356 fmax_ha_per_bohr=0.0173 e_homo_ev=-8.969 multiplicity=1 molar_mass_g_mol=131.16 e_above_lowest_ev=2.8706
C 1.11080 1.17161 -0.31990 0.15 0.00 -0.02
C 0.03593 -1.49390 0.16734 0.25 -0.70 0.49
C -2.02105 -0.40378 0.25769 0.11 -0.16 -0.26
H 0.07736 2.32788 0.66830 -0.28 0.78 0.28
H 1.65647 1.94613 -0.88183 -0.31 -0.02 0.27
H 2.52214 -0.07569 -0.97939 0.15 -0.03 -0.15
H -0.22841 -2.36685 0.79037 0.18 0.54 -0.36
H -1.83509 -0.48123 1.31875 -0.04 0.04 0.28
N 0.22739 1.34595 0.57453 0.38 -0.43 -0.45
N 1.54903 -0.06851 -0.73212 -0.12 -0.40 0.09
N 1.25538 -1.21089 0.00830 -0.23 0.08 0.06
O -0.99515 -0.89073 -0.48171 -0.32 0.33 -0.24
S -3.35480 0.20001 -0.39033 0.07 -0.02 0.01

=====

14
Properties=species:S:1:pos:R:3:forces:R:3 method="wB97M-V/def2-TZVPD" energy_ha=-1152.99858 fmax_ha_per_bohr=0.0858 e_homo_ev=-8.415 multiplicity=1 molar_mass_g_mol=163.23 e_above_lowest_ev=4.6510
C -0.02965 0.51932 -0.52011 0.28 -1.07 0.32
C 2.28880 -0.14832 -1.19300 0.57 -3.37 1.21
C -0.30182 0.40899 0.98045 -0.61 -1.07 -0.93
N 0.99916 1.56427 -0.66636 -1.09 0.38 -0.84
N 2.11372 1.19842 -1.02490 -0.11 2.18 0.20
N 4.48851 0.50981 0.34020 2.98 2.89 -1.51
O 5.50694 0.81653 0.93346 -0.80 -0.70 0.45
S 0.78896 -1.04797 -1.22693 -0.90 0.93 0.75
S 3.39714 -0.55630 0.65784 -2.75 -1.92 -0.86
H -0.98184 0.57629 -1.04569 0.38 0.90 -0.42
H 2.83778 -0.55016 -2.02870 1.13 0.63 0.17
H -0.58046 -0.61197 1.05143 -0.08 -1.26 0.53
H -1.19586 0.86640 1.40796 0.63 1.01 -0.22
H 0.64995 0.50437 1.44423 0.36 0.48 1.15

=====

12
Properties=species:S:1:pos:R:3:forces:R:3 method="wB97M-V/def2-TZVPD" energy_ha=-679.53216 fmax_ha_per_bohr=0.1173 e_homo_ev=-8.275 multiplicity=1 molar_mass_g_mol=115.16 e_above_lowest_ev=6.8860
C 0.09632 -0.84392 0.80112 0.25 0.65 -2.02
C 1.13522 0.01735 0.84792 -0.84 0.02 -1.75
C 0.17210 0.39714 -1.22377 -2.46 -0.87 0.07
H -1.41739 -1.18032 2.52721 1.28 -1.68 -0.81
H 1.73131 0.31247 1.68153 0.61 -0.11 0.03
H 1.46034 2.22589 -0.38024 -0.31 -4.94 -0.43
H -1.43084 1.00790 -2.32666 4.54 -0.59 0.08
H -1.89281 -0.72692 -0.50166 5.40 0.00 -0.47
N 1.31290 0.59722 -0.49273 1.77 5.13 2.63
N -0.24419 1.05116 -2.24459 -3.56 0.30 0.72
N -0.41765 -0.74069 -0.56953 -5.47 -0.41 1.27
S -0.50531 -2.11728 1.88139 -1.19 2.49 0.67

=====

12
Properties=species:S:1:pos:R:3:forces:R:3 method="wB97M-V/def2-TZVPD" energy_ha=-679.62026 fmax_ha_per_bohr=0.0806 e_homo_ev=-8.288 multiplicity=1 molar_mass_g_mol=115.16 e_above_lowest_ev=4.4885
C -1.80914 -1.35724 -0.86544 -0.34 -4.13 -0.13
C -1.59462 -0.13582 -0.24465 2.17 3.02 0.15
C 0.11994 0.76397 -0.59576 -2.40 -0.56 1.27
N -1.85915 -2.50873 -1.12365 0.17 2.95 0.17
N 1.67628 0.45071 1.19040 1.26 -0.70 2.31
N 1.32056 0.22448 -0.15346 -0.37 -1.85 -1.17
S -2.61571 0.79813 0.58521 -0.01 -0.70 -0.29
H 0.03792 0.79245 -1.67647 0.16 0.11 -0.02
H -0.26206 1.65760 -0.04368 0.91 -0.55 -0.66
H 1.05416 0.17515 1.95956 -1.29 0.03 -1.07
H 2.46865 -0.12675 1.56890 -0.26 0.86 -1.85
H 1.46319 -0.73396 -0.60095 0.01 1.52 1.30

=====

12
Properties=species:S:1:pos:R:3:forces:R:3 method="wB97M-V/def2-TZVPD" energy_ha=-679.60031 fmax_ha_per_bohr=0.1908 e_homo_ev="-6.896 / -7.024" multiplicity=1 molar_mass_g_mol=115.16 e_above_lowest_ev=5.0315
C -1.36441 -1.21395 -0.54732 -1.30 3.57 1.76
C -1.64923 0.85900 0.31848 -4.99 -2.41 -0.90
C 0.62264 -0.01854 0.22778 2.39 -1.32 -1.23
N -2.65967 -1.19373 -0.46772 -2.05 0.19 -0.29
N -0.78182 -0.05486 -0.04125 -0.11 -0.94 -0.41
N -3.17994 -0.04777 -0.03948 9.80 0.46 -0.02
S -4.60177 0.44130 0.21827 -4.24 1.18 0.58
H -0.85863 -2.07690 -0.69589 1.72 -2.24 -0.54
H -1.71318 1.92758 0.41685 0.44 -0.02 0.11
H 1.21322 0.40671 -0.61831 -0.59 -0.46 0.36
H 0.90870 0.56057 1.06094 -0.33 0.83 1.13
H 1.02928 -1.05462 0.46030 -0.73 1.16 -0.54

=====

12
Properties=species:S:1:pos:R:3:forces:R:3 method="wB97M-V/def2-TZVPD" energy_ha=-679.61075 fmax_ha_per_bohr=0.0670 e_homo_ev=-9.058 multiplicity=1 molar_mass_g_mol=115.16 e_above_lowest_ev=4.7473
C 0.14807 0.18506 0.46597 -2.05 -1.76 -2.14
C 0.65746 0.43006 -0.92356 1.02 -0.58 -0.42
C -1.11801 -0.21517 0.59336 -0.24 -0.05 -1.14
N 1.13627 0.23704 1.45660 1.48 0.49 -1.08
N 2.27609 0.16340 0.93890 0.05 -0.07 2.53
N 2.31768 -1.79629 -0.89251 -2.33 -0.06 0.99
S 2.41275 -0.23805 -0.78595 -1.40 0.27 -0.36
H 0.28185 -0.11839 -1.82068 -0.28 0.45 1.12
H 0.47519 1.50233 -0.97149 0.84 0.27 -0.90
H -1.63959 -0.21079 1.50134 -0.40 -0.39 1.42
H -1.72845 -0.53231 -0.30112 0.87 0.79 1.00
H 1.35290 -2.11594 -0.44236 2.44 0.63 -1.03

=====

13
Properties=species:S:1:pos:R:3:forces:R:3 method="wB97M-V/def2-TZVPD" energy_ha=-1077.89346 fmax_ha_per_bohr=0.1163 e_homo_ev=-8.692 multiplicity=1 molar_mass_g_mol=147.23 e_above_lowest_ev=1.7308
C -1.37854 -0.00936 0.07717 0.44 -2.61 0.25
C 0.01036 0.48757 0.20534 -0.26 -0.93 -0.61
C 2.35156 -0.26995 0.03274 -2.07 -0.07 -0.38
H -2.00102 2.00921 -0.00777 -0.75 -3.95 0.31
H -3.20873 0.45243 -0.53297 2.93 2.15 2.82
H 0.58950 -1.48682 0.19093 -0.15 1.00 0.42
H 2.72487 0.78843 -0.20382 -0.87 -1.53 0.93
H 3.92710 -1.24663 -0.18834 2.47 0.43 -0.74
N -2.30751 0.88686 0.10699 -4.15 2.57 -3.45
N 0.85434 -0.48888 0.33277 5.41 -0.79 -0.58
N 2.96935 -1.34773 -0.11963 -2.21 -0.31 1.09
S -1.61308 -1.68846 -0.10233 -0.57 1.40 -0.05
S 0.45400 1.99358 -0.10958 -0.19 2.64 -0.02

=====

13
Properties=species:S:1:pos:R:3:forces:R:3 method="wB97M-V/def2-TZVPD" energy_ha=-391.06137 fmax_ha_per_bohr=0.1068 e_homo_ev=-8.517 multiplicity=1 molar_mass_g_mol=111.11 e_above_lowest_ev=1.5523
C -1.96835 -0.50144 -0.03443 0.25 0.96 0.71
C 0.24853 -0.69557 -0.04211 3.02 3.69 0.51
C 1.82984 0.87081 -0.03066 1.28 5.33 -0.33
H -2.89914 1.29039 -0.01352 1.98 -1.56 0.34
H -2.88377 -1.06898 0.05528 -0.39 0.02 -0.38
H -0.31896 1.41485 0.11758 1.18 -1.42 -0.58
H 2.28917 1.87025 -0.12642 -0.26 -0.68 0.26
H 1.91729 -2.12167 0.08283 -1.48 2.29 -0.16
N -1.93138 0.80603 0.04368 -2.44 0.10 -0.56
N -0.86381 -1.32874 -0.06430 -1.14 0.12 0.04
N 0.52301 0.74727 -0.03502 -3.33 -1.71 0.16
N 2.51920 -0.16814 -0.00147 0.55 -2.14 0.13
N 1.53837 -1.11504 0.04856 0.78 -5.00 -0.14

=====

13
Properties=species:S:1:pos:R:3:forces:R:3 method="wB97M-V/def2-TZVPD" energy_ha=-390.94058 fmax_ha_per_bohr=0.0898 e_homo_ev=-10.263 multiplicity=1 molar_mass_g_mol=111.11 e_above_lowest_ev=4.8390
C -0.09715 0.51377 1.39361 -0.38 -0.52 -2.19
C 1.09978 -0.41807 1.05261 1.50 -0.45 0.54
C -0.30916 0.39944 -0.18188 0.71 -1.52 2.92
H -0.88513 0.50377 3.31772 -1.25 -2.44 -3.72
H -1.22224 -1.12031 2.29228 0.43 4.14 0.19
H 0.15980 1.53528 1.66416 0.17 -0.13 0.06
H 2.08649 0.09583 1.14610 -0.71 -0.41 -0.63
H 1.15471 -1.34807 1.62279 -0.13 0.05 -0.17
N -1.16289 0.03645 2.26140 1.17 -1.26 3.31
N 0.55288 -0.64946 -0.37571 -1.40 2.23 0.92
N 0.66046 -0.72743 -1.72154 1.71 -2.20 -0.93
N -0.15591 0.07984 -2.26771 0.85 0.50 2.01
N -0.67374 0.88384 -1.27202 -2.67 2.00 -2.31

=====

14
Properties=species:S:1:pos:R:3:forces:R:3 method="wB97M-V/def2-TZVPD" energy_ha=-465.35742 fmax_ha_per_bohr=0.0818 e_homo_ev="-19.447 / -19.444" multiplicity=1 total_charge=+2 molar_mass_g_mol=127.11
C -2.13619 0.84710 -0.08132 0.35 0.26 -0.07
C 2.62466 0.79726 0.09545 1.33 -0.20 -1.13
C -0.78677 0.54770 -0.07967 1.68 -2.97 0.30
N -3.26058 1.08285 -0.06098 -0.65 -0.01 -0.03
N 1.45725 1.06964 0.40918 -0.44 0.11 1.85
N -1.36931 -1.98638 -0.12342 -0.86 -1.28 -0.08
N 0.25727 1.32057 0.02313 -0.98 0.24 -0.77
N -0.36611 -1.23708 0.02873 -0.40 4.18 -0.23
O 0.76044 -1.50540 0.20261 -0.26 -0.76 -0.01
H 2.99042 0.63948 -0.92700 -0.30 0.05 -0.02
H 3.36472 0.70324 0.89240 -0.20 0.09 0.11
H -2.31156 -1.60829 -0.26500 0.34 0.28 0.06
H -1.27077 -3.01274 -0.09269 0.35 0.29 0.06
H 0.04653 2.34204 -0.02143 0.04 -0.28 -0.03

=====

10
Properties=species:S:1:pos:R:3:forces:R:3 method="wB97M-V/def2-TZVPD" energy_ha=-247.25887 fmax_ha_per_bohr=0.0256 e_homo_ev=-10.804 multiplicity=1 molar_mass_g_mol=71.08 e_above_lowest_ev=1.3161
C -1.10222 0.71747 0.24276 -0.26 0.76 -0.75
O -0.45785 0.38265 -1.00179 -0.36 0.35 0.48
C 0.51010 -0.58116 -0.79651 0.78 -0.69 0.13
C 1.45183 -0.31649 0.32143 1.20 -0.24 0.47
N 2.32310 -0.30228 1.08255 -1.00 0.22 -0.53
H -2.17628 0.85012 0.07120 0.26 -0.21 -0.05
H -0.71328 1.66399 0.63718 0.11 -0.19 -0.10
H -0.91226 -0.06109 0.95283 -0.21 -0.43 0.59
H 1.16902 -0.67444 -1.66799 -0.43 0.13 -0.10
H 0.09631 -1.58590 -0.58504 -0.09 0.31 -0.13

=====

10
Properties=species:S:1:pos:R:3:forces:R:3 method="wB97M-V/def2-TZVPD" energy_ha=-247.16493 fmax_ha_per_bohr=0.0799 e_homo_ev=-10.128 multiplicity=1 molar_mass_g_mol=71.08 e_above_lowest_ev=3.8722
C 1.79892 -0.19594 0.04877 0.98 0.35 0.56
C 0.60405 -0.49032 -0.35687 -3.83 0.99 1.14
C -0.69930 0.13465 0.32914 1.78 -0.57 -2.49
N -1.78208 0.51258 -0.59124 0.14 0.37 0.70
O -1.83108 -0.60398 0.40160 -1.28 -0.39 -0.41
H 2.57486 -0.72501 -0.56951 -0.02 1.18 1.46
H 1.80742 0.51375 0.93434 1.15 -0.99 -1.26
H 0.44068 -1.16582 -1.15921 -0.45 -0.43 -0.64
H -0.52759 0.70074 1.20662 0.46 0.89 0.74
H -2.38588 1.31936 -0.24362 1.06 -1.40 0.19

=====

10
Properties=species:S:1:pos:R:3:forces:R:3 method="wB97M-V/def2-TZVPD" energy_ha=-247.18485 fmax_ha_per_bohr=0.1269 e_homo_ev=-10.039 multiplicity=1 molar_mass_g_mol=71.08 e_above_lowest_ev=3.3303
C 0.09769 0.49765 0.60979 1.68 -3.18 0.02
C 0.15095 1.44839 1.69287 -0.17 -0.61 -1.36
C -0.12296 -1.12331 -1.03260 -1.74 -1.20 -3.25
N 0.02607 1.63983 0.14571 -0.60 -0.24 -0.93
O 0.16314 -0.89830 0.26896 0.80 5.33 3.68
H -0.80638 1.46661 2.11992 -0.87 0.91 1.46
H 1.00487 1.96728 2.09388 0.21 -0.52 0.39
H 0.68367 -1.81963 -1.37425 -1.08 0.34 -0.27
H -0.19182 -0.22889 -1.74706 0.33 -1.00 1.32
H -1.16982 -1.58576 -0.96360 1.44 0.17 -1.06

=====

10
Properties=species:S:1:pos:R:3:forces:R:3 method="wB97M-V/def2-TZVPD" energy_ha=-247.21787 fmax_ha_per_bohr=0.1419 e_homo_ev=-10.051 multiplicity=1 molar_mass_g_mol=71.08 e_above_lowest_ev=2.4318
C -0.85713 1.69380 0.59315 -0.67 -0.23 1.27
C -0.08566 -0.71733 0.31929 -1.21 -1.86 0.16
C -0.04811 0.73389 0.06863 -0.24 -1.41 -7.15
N -1.58854 2.47346 0.94765 -1.91 2.38 1.19
O 1.25675 1.08809 -0.07258 1.84 0.17 -0.04
H 0.41257 -1.39243 -0.43527 -0.15 1.37 0.72
H 0.37212 -0.78388 1.27108 0.81 -0.84 1.06
H -1.08904 -1.15808 0.43881 0.14 0.58 -0.11
H -0.71003 0.84374 -1.22336 1.85 -0.30 2.92
H 1.51062 1.95105 0.26652 -0.46 0.15 -0.01

=====

10
Properties=species:S:1:pos:R:3:forces:R:3 method="wB97M-V/def2-TZVPD" energy_ha=-247.23227 fmax_ha_per_bohr=0.0979 e_homo_ev=-9.051 multiplicity=1 molar_mass_g_mol=71.08 e_above_lowest_ev=2.0399
C 1.82925 0.05675 0.06066 -1.51 4.67 -1.14
C 0.22678 1.08548 0.00335 1.88 -1.37 -0.44
C -0.21314 -0.40757 0.02942 -4.34 0.43 -1.94
N 1.04130 -0.97704 -0.01557 0.28 -0.76 1.02
O 2.95074 0.37199 -0.08976 1.31 -0.54 0.47
H 0.04776 1.79065 0.90121 0.06 -1.40 -1.71
H 0.04604 1.49779 -1.04964 0.52 -0.10 1.83
H -0.91764 -0.68670 0.79777 0.35 -0.18 1.04
H -0.76610 -0.84804 -0.88575 0.40 1.42 0.81
H 1.17734 -1.92992 0.07188 1.05 -2.16 0.05

=====

10
Properties=species:S:1:pos:R:3:forces:R:3 method="wB97M-V/def2-TZVPD" energy_ha=-247.23820 fmax_ha_per_bohr=0.0480 e_homo_ev=-9.806 multiplicity=1 molar_mass_g_mol=71.08 e_above_lowest_ev=1.8785
C -0.21415 -0.67038 0.34223 0.27 0.62 -2.01
C -0.00102 1.31604 0.11801 0.27 -0.88 0.25
C -0.18840 0.31080 -0.95517 0.00 -1.51 0.29
O 0.94060 -1.46454 0.49727 -0.70 0.06 0.16
N -0.10861 0.53172 1.13299 0.32 2.05 1.34
H 0.93668 -1.70708 1.43786 0.25 -0.02 -0.30
H -1.14249 -1.22736 0.50714 0.12 -0.04 -0.03
H 0.30572 2.36274 0.02143 -0.50 -0.15 0.61
H 0.63630 0.21778 -1.66338 -0.17 -0.27 -0.02
H -1.16464 0.33028 -1.43838 0.12 0.14 -0.29

=====

10
Properties=species:S:1:pos:R:3:forces:R:3 method="wB97M-V/def2-TZVPD" energy_ha=-247.15706 fmax_ha_per_bohr=0.0385 e_homo_ev="-8.588 / -8.588" multiplicity=1 molar_mass_g_mol=71.08 e_above_lowest_ev=4.0866
C -0.76758 -1.21692 -0.09349 0.55 -0.25 -0.13
C -0.47860 1.01187 0.25392 0.18 0.22 0.01
N 0.83188 0.91166 0.02805 0.90 -1.51 -0.41
C 1.75642 0.18395 -0.24525 -1.14 1.55 0.45
O 0.36739 -1.67863 -0.35089 -1.06 0.45 0.24
H -1.21082 -1.31566 0.92010 0.24 0.02 -0.32
H -1.49399 -0.99483 -0.90387 0.32 -0.08 0.22
H -1.05575 1.52091 -0.51870 0.17 -0.15 0.16
H -0.76737 1.20216 1.28808 0.10 -0.08 -0.24
H 2.81843 0.37549 -0.37796 -0.25 -0.17 0.01

=====

10
Properties=species:S:1:pos:R:3:forces:R:3 method="wB97M-V/def2-TZVPD" energy_ha=-247.15308 fmax_ha_per_bohr=0.0154 e_homo_ev=-8.831 multiplicity=1 molar_mass_g_mol=71.08 e_above_lowest_ev=4.1949
O 2.37024 -0.00128 0.94109 -0.74 0.04 -0.18
C 1.21284 0.07546 0.66154 0.76 -0.03 0.20
C 0.24179 1.27168 0.41803 0.07 0.16 0.00
N -0.69077 0.16058 0.19565 -0.12 -0.36 -0.03
C 0.04066 -0.93067 0.37807 -0.09 0.46 0.03
H 0.01055 1.90011 1.28376 0.05 -0.10 -0.11
H 0.44124 1.88568 -0.46595 -0.01 -0.09 0.12
H -1.67282 0.19688 -0.05366 0.12 -0.02 0.03
H -0.91348 -2.36552 -1.51446 -0.04 -0.06 -0.08
H -1.21846 -2.55326 -2.16939 0.00 0.01 0.02